{"formula": "C22H30AuBF2N3O3SSi", "method": "ωB97M-V/def2-TZVPD", "species": ["Au", "C", "C", "C", "C", "C", "C", "C", "C", "C", "S", "C", "N", "H", "H", "H", "H", "H", "H", "H", "H", "F", "B", "F", "C", "C", "C", "C", "C", "C", "O", "N", "C", "O", "N", "C", "O", "H", "H", "H", "H", "H", "H", "H", "H", "H", "H", "H", "C", "Si", "C", "C", "C", "H", "H", "H", "H", "H", "H", "H", "H", "H", "H", "H"], "coordinates": [[0.941, -0.666, 0.329], [-0.296, -2.242, -2.221], [-0.878, -2.841, -0.978], [-1.930, -3.772, -1.042], [-2.462, -4.271, 0.112], [-1.960, -3.847, 1.359], [-2.515, -4.288, 2.576], [-2.036, -3.791, 3.761], [-0.973, -2.885, 3.774], [-0.357, -2.451, 2.604], [1.018, -1.405, 2.729], [-0.882, -2.914, 1.351], [-0.364, -2.461, 0.176], [-0.787, -2.620, -3.119], [0.772, -2.450, -2.279], [-0.415, -1.159, -2.179], [-2.320, -4.070, -2.007], [-3.291, -4.969, 0.087], [-3.327, -5.006, 2.555], [-2.482, -4.094, 4.702], [-0.603, -2.492, 4.710], [1.349, 0.189, -3.182], [1.519, 1.497, -3.150], [2.434, 1.972, -3.998], [-3.988, 1.892, -1.682], [-3.809, 2.123, -0.183], [-2.349, 2.407, 0.218], [-2.297, 2.656, 1.745], [-0.867, 2.804, 2.263], [-1.855, 3.658, -0.470], [-2.357, 4.753, -0.328], [-0.761, 3.498, -1.280], [-0.166, 2.286, -1.543], [0.819, 2.404, -2.451], [-0.477, 1.179, -0.979], [-1.504, 1.163, -0.056], [-1.753, 0.161, 0.583], [-5.020, 1.613, -1.897], [-3.342, 1.080, -2.021], [-3.750, 2.795, -2.246], [-4.114, 1.230, 0.364], [-4.422, 2.967, 0.139], [-2.775, 1.811, 2.241], [-2.869, 3.561, 1.962], [-0.302, 1.887, 2.081], [-0.863, 2.989, 3.336], [-0.360, 3.636, 1.768], [-0.390, 4.318, -1.741], [5.423, -0.157, 1.006], [4.124, 0.152, -0.352], [3.916, -1.507, -1.256], [4.888, 1.412, -1.565], [2.510, 0.766, 0.360], [6.373, -0.476, 0.572], [5.076, -0.942, 1.679], [5.610, 0.732, 1.610], [4.832, -1.850, -1.745], [3.133, -1.439, -2.012], [3.611, -2.271, -0.539], [5.846, 1.065, -1.958], [5.060, 2.374, -1.079], [4.230, 1.590, -2.416], [2.145, 1.638, -0.197], [2.637, 1.079, 1.399]], "atomic_forces_ev_per_a": [[1.59, -0.36, -0.26], [-0.14, 0.02, -0.08], [0.34, -0.02, 0.23], [-0.26, -0.21, 0.04], [0.06, 0.14, -0.10], [0.27, 0.22, -0.07], [-0.20, -0.15, 0.16], [-0.05, -0.02, -0.08], [-0.23, -0.14, -0.30], [0.63, 0.36, 0.54], [-0.31, -0.39, 0.95], [-0.44, -0.48, 0.13], [-0.42, 0.29, -0.19], [-0.03, -0.08, 0.01], [0.01, 0.07, 0.02], [0.09, -0.01, 0.00], [0.02, 0.00, -0.02], [0.00, -0.04, 0.00], [-0.03, 0.02, -0.02], [-0.01, -0.06, -0.01], [0.05, -0.03, 0.01], [-0.27, 0.36, 0.17], [0.89, -1.30, -0.85], [-0.23, 0.23, 0.24], [0.03, 0.00, 0.20], [0.07, 0.02, -0.29], [-0.22, 0.02, 0.37], [0.31, 0.18, 0.14], [-0.16, -0.10, -0.13], [-0.35, 0.17, 0.28], [0.04, -0.16, -0.09], [0.78, 0.30, -0.58], [-0.65, -1.08, 1.10], [-0.69, 1.02, 0.38], [0.18, 0.75, -1.59], [-0.58, -0.45, 0.81], [-0.18, 0.46, -0.57], [0.01, 0.02, -0.08], [-0.02, -0.02, -0.08], [-0.01, -0.02, -0.08], [0.01, 0.06, 0.07], [0.02, -0.02, 0.07], [-0.03, -0.02, -0.11], [-0.08, -0.03, -0.08], [0.12, 0.01, 0.07], [0.03, 0.02, 0.00], [0.07, 0.03, 0.06], [-0.06, 0.04, 0.06], [-0.19, 0.04, -0.21], [-0.35, -0.08, 0.36], [0.28, 0.23, -0.06], [-0.05, -0.22, 0.11], [0.18, 0.13, -0.69], [0.05, -0.04, -0.02], [-0.04, -0.05, 0.02], [-0.03, 0.09, -0.02], [0.09, 0.03, -0.01], [-0.07, 0.04, -0.02], [-0.08, 0.03, 0.07], [0.03, -0.05, -0.05], [-0.04, 0.01, 0.09], [0.02, 0.02, -0.08], [0.25, 0.24, 0.02], [-0.02, -0.01, 0.06]], "mulliken_charge": [0.97, -1.04, 0.95, -0.82, -0.74, 1.26, -0.93, -0.47, -0.63, 0.48, -0.67, -0.26, -0.47, 0.36, 0.07, -0.01, 0.37, 0.38, 0.31, 0.35, 0.40, -0.06, 0.64, -0.23, -1.16, -1.41, 2.69, -1.49, -1.05, -0.23, -0.67, 0.12, -0.12, -0.79, 0.97, -1.13, -0.45, 0.48, 0.23, 0.27, 0.44, 0.44, 0.46, 0.51, 0.14, 0.49, 0.25, 0.29, -1.11, 0.53, -0.88, -0.91, -0.93, 0.27, 0.27, 0.31, 0.42, 0.05, 0.26, 0.32, 0.27, 0.15, -0.05, 0.55], "e_homo_ev": -2.24, "de_lowest_kj_mol": 317.7, "total_charge": -1, "gap_ev": 4.483, "spin_multiplicity": 1}

***

{"formula": "C18H36F3KN3O7P", "method": "ωB97M-V/def2-TZVPD", "species": ["K", "C", "O", "O", "C", "F", "F", "F", "C", "C", "H", "H", "H", "H", "H", "H", "O", "P", "N", "C", "C", "N", "C", "C", "N", "C", "C", "H", "H", "H", "H", "H", "H", "H", "H", "H", "H", "H", "H", "H", "H", "H", "H", "H", "H", "O", "C", "O", "C", "C", "C", "H", "H", "H", "H", "H", "H", "O", "C", "O", "C", "C", "C", "H", "H", "H", "H", "H", "H"], "coordinates": [[1.229, -0.286, -1.824], [0.978, -3.652, -3.100], [-0.021, -3.038, -2.220], [1.788, -2.564, -3.518], [1.544, -4.953, -2.458], [2.122, -4.828, -1.280], [0.467, -5.749, -2.407], [2.433, -5.476, -3.246], [-1.407, -3.407, -2.167], [-2.148, -2.456, -1.184], [-1.878, -2.658, -0.147], [-1.920, -1.404, -1.356], [-3.214, -2.561, -1.383], [-1.516, -4.475, -1.980], [-1.803, -3.369, -3.182], [0.433, -3.947, -3.997], [-0.294, 0.381, 0.598], [-0.783, 1.254, 1.686], [-1.499, 2.673, 1.063], [-2.106, 3.668, 1.932], [-1.480, 3.125, -0.365], [0.438, 1.758, 2.756], [1.225, 2.926, 2.433], [1.057, 0.858, 3.700], [-2.017, 0.586, 2.660], [-3.100, -0.219, 2.091], [-2.144, 0.917, 4.146], [-1.992, 3.375, 2.976], [-3.184, 3.722, 1.782], [-1.696, 4.665, 1.769], [-0.756, 3.908, -0.594], [-2.430, 3.591, -0.627], [-1.308, 2.272, -1.021], [2.002, 2.486, 1.809], [0.675, 3.699, 1.896], [1.603, 3.345, 3.365], [1.392, 1.341, 4.617], [0.296, 0.223, 4.154], [1.792, 0.258, 3.164], [-4.069, 0.119, 2.457], [-3.062, -0.317, 1.006], [-2.956, -1.248, 2.421], [-1.448, 1.712, 4.415], [-1.934, 0.081, 4.813], [-3.153, 1.249, 4.391], [2.571, -1.219, 0.662], [2.141, -2.240, 1.103], [2.981, -3.109, 1.718], [2.327, -4.301, 2.177], [0.880, -4.037, 1.990], [0.727, -2.780, 1.203], [2.617, -4.491, 3.210], [2.579, -5.140, 1.528], [0.315, -3.980, 2.920], [0.413, -4.938, 1.593], [0.077, -1.997, 1.592], [0.271, -2.958, 0.229], [2.561, 1.953, -2.557], [1.870, 2.705, -3.239], [0.925, 3.567, -2.679], [0.339, 4.332, -3.718], [1.323, 4.239, -4.911], [2.017, 2.938, -4.713], [0.117, 5.366, -3.455], [-0.611, 3.832, -3.905], [2.034, 5.052, -4.765], [0.658, 4.462, -5.746], [3.071, 3.050, -4.968], [1.638, 2.110, -5.313]], "atomic_forces_ev_per_a": [[0.16, -0.92, 0.16], [0.89, 4.52, -1.84], [-0.42, -0.06, 1.54], [-0.89, -2.82, 1.85], [-1.13, 3.08, -1.32], [-0.13, -0.05, 1.42], [-0.17, -1.37, 0.87], [1.14, -1.25, -1.20], [0.91, 0.18, -0.53], [0.40, -0.75, -0.93], [-0.28, -0.16, -0.02], [0.28, -0.03, -0.26], [-0.12, -0.14, 0.43], [-0.11, -0.04, 0.91], [-0.31, 0.65, -0.28], [-0.30, -0.91, -0.13], [-0.47, -0.11, -0.34], [-0.73, 1.14, 0.76], [0.57, 0.15, -0.98], [-0.18, -0.67, 0.35], [0.08, -0.66, 0.79], [-2.88, 0.36, 0.21], [0.35, -0.66, -0.33], [-0.86, -0.71, -0.02], [1.17, 0.97, 1.31], [0.78, -0.62, 0.46], [0.12, -0.19, -1.45], [0.25, 0.18, 0.00], [-0.19, 0.06, -0.26], [0.20, 0.05, 0.06], [0.50, -0.12, 0.33], [-0.37, -0.32, 0.20], [0.05, 0.08, 0.08], [0.77, 1.01, -0.12], [-0.06, -0.24, -0.04], [0.25, 0.07, -0.14], [0.72, 0.54, -0.43], [-0.07, -0.52, -0.55], [0.44, -0.13, 0.57], [-0.05, 0.17, -0.25], [0.02, 0.63, -0.01], [-0.24, -0.24, 0.23], [-0.07, -0.03, -0.21], [0.08, -0.37, -0.27], [-0.13, 0.09, -0.28], [-0.21, 0.64, -0.55], [0.03, -0.87, 0.55], [0.46, -0.11, 0.07], [0.63, 0.20, -0.34], [-2.49, -1.16, 1.36], [-0.18, 0.66, -1.09], [0.13, 0.02, -0.15], [0.62, 0.10, 0.13], [0.37, 0.40, 0.46], [-0.03, 0.23, -0.78], [0.16, -0.03, 0.50], [0.58, -0.01, -0.39], [-1.90, 1.39, -1.10], [1.27, -0.45, 2.03], [1.69, -1.14, 0.00], [-0.29, -0.42, -0.74], [-1.74, 1.67, 0.86], [0.24, -0.10, -0.69], [0.31, -0.14, 0.49], [-0.18, 0.15, -0.45], [0.00, 0.08, -0.33], [0.74, -0.43, -0.64], [0.02, -0.37, 0.22], [-0.16, -0.12, 0.22]], "mulliken_charge": [0.95, -0.40, 0.04, -0.92, 0.84, -0.26, -0.29, -0.27, -0.69, -0.63, 0.18, 0.07, 0.46, 0.34, 0.42, 0.20, -0.44, -0.12, 0.54, -1.18, -0.96, 0.39, -0.98, -1.00, 0.43, -1.06, -1.22, 0.29, 0.31, 0.43, 0.33, 0.41, 0.09, 0.32, 0.23, 0.32, 0.34, 0.28, 0.28, 0.34, 0.25, 0.33, 0.44, 0.33, 0.31, -0.59, 0.41, -0.45, -0.37, -0.90, 2.09, 0.33, 0.23, 0.36, 0.36, -0.50, -1.01, -0.66, 0.35, -0.18, -0.47, -0.57, -0.32, 0.36, 0.32, 0.25, 0.34, 0.27, 0.29], "e_homo_ev": -6.50, "de_lowest_kj_mol": 0.0, "gap_ev": 6.573, "spin_multiplicity": 1}

***

{"formula": "C15H17IN5PdS", "method": "ωB97M-V/def2-TZVPD", "species": ["Pd", "C", "C", "N", "C", "S", "N", "N", "C", "C", "C", "C", "C", "C", "C", "N", "H", "H", "H", "H", "H", "H", "H", "H", "H", "H", "H", "H", "H", "I", "C", "C", "C", "C", "C", "N", "H", "H", "H", "H"], "coordinates": [[0.009, -0.346, -0.034], [-2.065, 0.276, 5.614], [-1.572, -0.971, 4.944], [-0.284, -0.936, 4.271], [-0.086, -0.874, 2.945], [-1.349, -1.089, 1.665], [1.211, -0.579, 2.683], [1.430, -0.370, 1.416], [2.670, -0.063, 0.957], [3.801, -0.195, 1.899], [2.730, 0.328, -0.462], [3.911, 0.551, -1.201], [3.740, 0.769, -2.583], [2.472, 0.576, -3.214], [1.359, 0.386, -2.410], [1.532, 0.192, -1.161], [-1.293, 0.642, 6.354], [-3.040, 0.086, 6.002], [-2.187, 1.098, 4.891], [-2.340, -1.340, 4.239], [-1.599, -1.800, 5.741], [0.573, -0.809, 4.800], [3.509, -0.244, 2.979], [4.509, 0.625, 1.791], [4.429, -1.064, 1.677], [4.850, 0.694, -0.710], [4.665, 0.874, -3.225], [2.342, 0.535, -4.304], [0.258, 0.396, -2.700], [-2.431, 3.548, -2.720], [-2.848, 1.438, -3.338], [-3.803, 1.179, -4.307], [-3.908, -0.079, -4.817], [-3.157, -1.122, -4.194], [-2.242, -0.779, -3.196], [-2.027, 0.488, -2.747], [-4.466, 2.041, -4.597], [-4.524, -0.267, -5.740], [-3.116, -2.194, -4.510], [-1.664, -1.602, -2.699]], "atomic_forces_ev_per_a": [[-2.09, -0.41, 0.40], [1.88, 1.67, -0.49], [-1.14, -2.66, 0.77], [-0.56, 0.09, -0.62], [-1.41, 0.09, -0.21], [1.07, 0.13, 1.92], [0.58, -0.14, -0.85], [1.92, 0.79, -0.44], [-1.50, -0.46, 1.19], [1.02, 0.36, 0.65], [-0.08, -1.46, -1.12], [-1.95, 1.03, -0.33], [0.28, -1.33, -1.13], [1.37, 0.49, -0.29], [-0.98, 0.33, -2.33], [1.35, 0.66, 3.49], [-1.20, -0.42, -0.36], [-0.44, -0.11, 0.79], [0.09, -0.24, 0.10], [0.57, 0.33, -0.01], [0.58, 1.03, -1.13], [-0.30, 0.03, 0.08], [-0.03, 0.01, -1.24], [-0.05, 0.31, -0.04], [-0.30, -0.23, -0.07], [0.44, -0.12, 0.09], [-1.30, 0.11, 0.81], [0.34, 0.42, 0.56], [1.70, -0.13, -0.31], [-0.42, -1.84, -0.47], [2.19, -0.53, 1.88], [-0.61, 2.48, 0.42], [0.06, -2.48, -0.76], [0.46, 0.20, -0.67], [-0.17, 0.14, 0.57], [-1.83, 0.76, -1.71], [0.89, -1.16, -0.09], [0.50, 0.08, 1.35], [-0.52, 1.22, 0.06], [-0.41, 0.98, -0.47]], "mulliken_charge": [0.57, -1.04, -0.44, -0.10, 0.41, -0.24, -0.78, 0.30, 0.61, -1.12, 0.17, -0.50, -0.36, -0.65, 0.34, -0.23, 0.30, 0.36, 0.27, 0.30, 0.28, 0.30, 0.31, 0.37, 0.30, 0.37, 0.34, 0.39, 0.12, 0.04, -0.13, -0.18, -0.29, -0.61, 0.22, -0.28, 0.32, 0.34, 0.32, 0.29], "e_homo_ev": [-10.58, -11.23], "total_charge": 1, "gap_ev": [6.450, 5.245], "spin_multiplicity": 3}

***

{"formula": "C5H12Cl2Si", "method": "ωB97M-V/def2-TZVPD", "species": ["C", "C", "C", "C", "C", "Si", "Cl", "Cl", "H", "H", "H", "H", "H", "H", "H", "H", "H", "H", "H", "H"], "coordinates": [[-0.560, -1.531, -0.111], [-0.026, -0.254, 1.987], [-1.831, 0.570, 0.401], [1.245, 1.203, -2.228], [-0.523, -0.207, 0.451], [0.883, 0.864, -0.385], [2.054, 2.102, 0.572], [2.768, -1.950, -0.362], [0.504, -1.924, -0.210], [-0.973, -2.224, 0.768], [-1.074, -1.763, -1.073], [-0.293, 0.765, 2.347], [1.111, -0.439, 2.158], [-0.661, -1.025, 2.533], [-2.657, -0.137, 0.926], [-1.931, 1.600, 0.863], [-2.043, 0.661, -0.638], [0.362, 1.202, -2.969], [1.852, 2.114, -2.246], [1.792, 0.375, -2.783]], "atomic_forces_ev_per_a": [[0.55, -4.61, 0.54], [0.27, 0.18, -0.32], [-1.94, -0.96, 1.60], [-1.01, -1.38, -1.41], [1.73, 3.26, 2.49], [0.17, -2.81, -2.04], [0.48, 0.80, 1.04], [-0.57, 1.34, 0.02], [-1.20, 0.34, -0.03], [0.35, 1.16, -2.08], [0.07, 0.62, 0.77], [0.40, -0.75, 0.33], [-2.08, 0.04, -0.46], [0.91, 0.94, -0.65], [1.69, 1.68, -1.28], [0.62, -1.26, -0.30], [-0.92, 0.13, -0.88], [0.81, 0.71, 1.53], [-0.31, -0.13, -0.32], [-0.04, 0.69, 1.45]], "mulliken_charge": [-0.91, -1.39, -1.57, -0.99, 1.27, 0.50, -0.19, -0.64, 0.06, 0.28, 0.32, 0.39, 0.29, 0.40, 0.31, 0.37, 0.50, 0.33, 0.32, 0.34], "e_homo_ev": -8.38, "de_lowest_kj_mol": 435.4, "gap_ev": 7.279, "spin_multiplicity": 1}